# 1
# C45H48N5PSSiV

A molecular structure, C45H48N5PSSiV (ωB97M-V/def2-TZVPD, the OMol25 dataset).

Properties
**Energy relative to the best compared isomer or geometry (same formula, charge and spin)**: 6.7 kcal/mol
**Kohn-Sham gap (spin up / spin down)**: 6.373 / 6.432 eV
**Net charge**: +1
**LUMO level (spin up / spin down)**: -3.487 / -3.552 eV
**Spin multiplicity**: 3
**<S²>**: 2.207

CARTESIAN COORDINATES (ANGSTROEM)
V (0.19542, 0.39233, 0.50296)
C (-0.11250, 0.33123, 2.61578)
Si (1.35243, -0.44641, 3.40408)
C (2.70188, 0.32504, 2.29869)
N (2.20733, 0.36302, 0.86757)
C (2.20405, -0.98361, 0.21106)
C (3.18856, -1.11426, -0.94630)
C (4.52620, -0.49659, -0.53528)
C (4.36469, 1.01068, -0.23958)
C (2.90857, 1.37980, 0.02352)
C (1.41473, -2.29490, 3.21126)
C (0.29465, -3.05264, 2.86174)
C (0.38713, -4.43337, 2.69622)
C (1.60277, -5.07770, 2.88576)
C (2.72773, -4.34436, 3.25521)
C (2.63036, -2.96791, 3.41890)
C (1.82570, -0.01288, 5.14412)
C (1.83527, -0.98070, 6.15800)
C (2.20370, -0.64813, 7.45879)
C (2.57016, 0.65603, 7.76479)
C (2.56144, 1.63326, 6.77480)
C (2.19116, 1.29912, 5.47831)
H (-0.23304, 1.35170, 3.00720)
H (-1.03540, -0.20486, 2.84160)
H (3.68152, -0.16268, 2.35483)
H (2.84157, 1.36026, 2.62240)
H (1.15877, -1.20576, -0.16731)
H (2.39885, -1.73577, 0.95943)
H (2.82128, -0.62116, -1.84540)
H (3.29562, -2.17378, -1.17757)
H (5.25829, -0.64931, -1.32590)
H (4.90513, -1.01957, 0.34720)
H (4.70099, 1.60765, -1.08744)
H (4.97528, 1.29972, 0.61357)
H (2.37568, 1.45750, -0.92091)
H (2.83859, 2.34110, 0.52051)
H (-0.66459, -2.56626, 2.72223)
H (-0.49399, -5.00601, 2.42618)
H (1.67405, -6.15212, 2.75919)
H (3.67486, -4.84691, 3.42310)
H (3.51721, -2.40868, 3.71966)
H (1.55148, -2.00637, 5.93236)
H (2.20570, -1.40831, 8.23233)
H (2.86089, 0.91393, 8.77582)
H (2.84108, 2.65272, 7.01485)
H (2.17657, 2.08316, 4.72005)
S (-1.35977, -1.32746, 0.23987)
C (-2.57755, -0.10309, -0.13699)
N (-3.80803, -0.37098, -0.58400)
N (-4.07875, -1.60601, -0.73373)
C (-5.32101, -2.06282, -1.27813)
C (-6.36820, -1.19749, -1.56813)
C (-7.53437, -1.71888, -2.10821)
C (-7.65786, -3.08261, -2.35601)
C (-6.60275, -3.93067, -2.05669)
C (-5.43049, -3.42251, -1.51530)
N (-2.38557, 1.22667, -0.00210)
N (-1.20977, 1.60987, 0.37824)
C (-1.07535, 3.03064, 0.60624)
C (0.08907, 3.47912, 1.21187)
C (0.26957, 4.83042, 1.46348)
C (-0.72273, 5.73347, 1.11659)
C (-1.89391, 5.27594, 0.51832)
C (-2.07894, 3.92800, 0.25946)
H (-3.36493, -2.28734, -0.50326)
H (-6.25775, -0.13841, -1.37258)
H (-8.35815, -1.05176, -2.33562)
H (-8.57412, -3.48131, -2.77458)
H (-6.68801, -4.99445, -2.24495)
H (-4.60129, -4.08503, -1.27762)
H (0.84670, 2.76942, 1.53140)
H (1.17547, 5.17243, 1.94846)
H (-0.58898, 6.78922, 1.31789)
H (-2.67460, 5.97866, 0.25091)
H (-2.98292, 3.56421, -0.20387)
C (0.29729, -1.69168, -2.82349)
P (0.13756, 0.11248, -2.50661)
C (-1.45643, 0.50980, -3.30650)
C (-2.51166, -0.40184, -3.29865)
C (-3.73513, -0.07094, -3.87351)
C (-3.91234, 1.17787, -4.45610)
C (-2.86833, 2.09719, -4.45413)
C (-1.64958, 1.76896, -3.87553)
C (1.37191, 0.78632, -3.68667)
C (1.67318, 0.15656, -4.89778)
C (2.60990, 0.70756, -5.76288)
C (3.25398, 1.89866, -5.43734)
C (2.94636, 2.54718, -4.25152)
C (2.00982, 1.99160, -3.38347)
H (-0.23383, -1.97271, -3.72950)
H (-0.10251, -2.26288, -1.99358)
H (1.35102, -1.93263, -2.94958)
H (-2.38638, -1.38054, -2.84238)
H (-4.54792, -0.79018, -3.86362)
H (-4.86268, 1.43536, -4.91262)
H (-3.00241, 3.07408, -4.90672)
H (-0.84230, 2.49447, -3.88308)
H (1.17248, -0.76440, -5.17900)
H (2.83245, 0.20930, -6.70056)
H (3.98494, 2.32471, -6.11626)
H (3.42769, 3.48589, -4.00212)
H (1.75003, 2.52526, -2.47616)

=====

# 2
# C45H49CaIN6O3Te

A molecular structure, C45H49CaIN6O3Te (ωB97M-V/def2-TZVPD, the OMol25 dataset).

Properties
**Kohn-Sham gap**: 4.781 eV
**Net charge**: 0
**LUMO level**: -0.596 eV

CARTESIAN COORDINATES (ANGSTROEM)
Ca (0.05198, -1.03051, 0.22918)
C (4.81444, -0.73120, 0.20749)
O (4.15623, 0.54154, 0.33012)
C (2.87031, 0.59556, -0.00991)
O (2.21183, -0.36107, -0.40043)
N (2.38744, 1.84619, 0.10364)
N (1.00067, 2.08858, 0.04334)
H (5.66724, -0.59837, -0.45450)
H (4.13398, -1.47885, -0.18947)
H (5.15332, -1.03439, 1.19453)
H (2.90670, 2.52451, 0.63625)
H (0.52479, 1.20789, -0.11258)
H (0.79998, 2.67458, -0.75495)
C (-2.81106, -3.25990, -3.68048)
C (-2.16347, -2.97876, -5.00886)
C (-2.36359, -3.83593, -6.08778)
C (-1.82004, -3.57480, -7.33527)
C (-1.06161, -2.43059, -7.53386)
C (-0.83320, -1.57202, -6.47273)
C (-1.36267, -1.84561, -5.21323)
N (-1.10482, -0.93849, -4.15622)
C (-0.49621, -1.24378, -2.94868)
N (0.06748, -2.46389, -2.94451)
C (0.60570, -3.34984, -1.95089)
C (0.41896, -3.14648, -0.58166)
C (0.95161, -4.15186, 0.24025)
C (1.61169, -5.26836, -0.25447)
C (1.77680, -5.41383, -1.62320)
C (1.27615, -4.45867, -2.49610)
C (1.47733, -4.62759, -3.98551)
N (-0.47164, -0.35773, -1.98042)
C (-1.11740, 0.87609, -2.25233)
C (-2.45817, 1.06042, -1.91074)
C (-3.10393, 2.26118, -2.15554)
C (-2.41545, 3.29476, -2.77535)
C (-1.08917, 3.11504, -3.13358)
C (-0.42207, 1.91635, -2.88597)
C (1.01177, 1.73573, -3.31996)
H (-3.76508, -3.76572, -3.82970)
H (-2.98911, -2.33731, -3.12740)
H (-2.18807, -3.90042, -3.05136)
H (-2.97187, -4.72169, -5.94492)
H (-1.99715, -4.25739, -8.15649)
H (-0.64041, -2.21201, -8.50646)
H (-0.23138, -0.67957, -6.59978)
H (-1.24386, 0.04062, -4.34016)
H (0.03623, -2.89065, -3.85638)
H (0.85522, -4.05412, 1.31856)
H (2.00790, -6.01497, 0.42491)
H (2.30001, -6.27583, -2.02192)
H (2.17215, -5.44362, -4.17964)
H (1.89914, -3.72539, -4.43853)
H (0.54325, -4.86666, -4.50773)
H (-2.98615, 0.23239, -1.45678)
H (-4.14436, 2.38101, -1.87856)
H (-2.91124, 4.23515, -2.98105)
H (-0.56536, 3.91911, -3.63935)
H (1.57844, 2.65752, -3.18126)
H (1.06332, 1.47743, -4.38113)
H (1.49406, 0.93409, -2.76116)
N (-3.49455, -1.58646, 1.64858)
C (-3.05690, -0.34935, 1.33960)
O (-1.90717, -0.15887, 0.96927)
C (-4.06327, 0.74648, 1.46713)
I (-4.27950, 1.23663, 3.62359)
H (-2.81492, -2.33100, 1.69425)
H (-4.34460, -1.69620, 2.17528)
H (-5.07354, 0.45319, 1.20791)
H (-3.75076, 1.67221, 0.99909)
Te (-1.03811, 2.83049, 2.90716)
C (-2.02577, 4.21929, 4.19204)
C (-2.17727, 3.92849, 5.54471)
C (-2.74509, 4.85856, 6.40441)
C (-3.16879, 6.08779, 5.91664)
C (-3.03980, 6.37491, 4.56532)
C (-2.47301, 5.44205, 3.70563)
C (0.84453, 3.73559, 3.30594)
C (1.80344, 3.00090, 3.99424)
C (3.08868, 3.50399, 4.16559)
C (3.41807, 4.75239, 3.65770)
C (2.45378, 5.50206, 2.99203)
C (1.17632, 4.99246, 2.80893)
H (-1.84339, 2.97067, 5.92681)
H (-2.85004, 4.62613, 7.45695)
H (-3.59806, 6.82035, 6.58845)
H (-3.37757, 7.32882, 4.17959)
H (-2.37589, 5.67025, 2.65093)
H (1.54896, 2.02500, 4.39077)
H (3.82700, 2.91845, 4.69841)
H (4.42224, 5.13914, 3.77700)
H (2.70023, 6.48639, 2.61243)
H (0.43602, 5.57204, 2.26969)
C (0.60380, -0.75890, 2.63815)
C (1.52526, -1.73761, 3.13808)
C (2.92654, -1.58041, 3.03273)
C (3.80548, -2.55744, 3.46748)
C (3.33925, -3.72345, 4.06451)
C (1.96531, -3.88588, 4.21926)
C (1.07983, -2.92932, 3.75982)
H (1.00639, 0.25068, 2.49301)
H (-0.38289, -0.76039, 3.10255)
H (3.31005, -0.65571, 2.61029)
H (4.87565, -2.41485, 3.35509)
H (4.02882, -4.48242, 4.41122)
H (1.58696, -4.77506, 4.71289)
H (0.01075, -3.07996, 3.87959)

=====

| no. | maximum force (eV/A) |
| --- | --- |
| 1 | 3.05 |
| 2 | 1.32 |